# 1
ORCA calculation (ωB97M-V/def2-TZVPD) on C10H8BrCl3MnN2O2 as an isolated structure.

Results
* LUMO level (alpha / beta): 2.09 / 2.07 eV
* max |F|: 3.8 eV Å⁻¹
* ΔE to the lowest compared entry with this formula, charge and spin: 0.0 kcal/mol
* E: -156502.0972 eV
* net charge: -1
* spin multiplicity: 5

Last column: natural (NBO) charge in e.
Cartesian coordinates (Å):
Mn (0.345879, -0.502012, 0.212895)  1.25
Br (3.604550, 1.264515, -0.210605)  -0.02
C (1.961623, 2.233370, -0.086011)  0.15
C (2.027993, 3.621360, -0.299952)  -0.33
C (0.850307, 4.355197, -0.317142)  -0.36
C (-0.377240, 3.683330, -0.135372)  -0.18
C (-0.347827, 2.322817, -0.054469)  -0.02
N (0.825359, 1.606595, 0.048565)  -0.71
C (-1.553479, 1.490579, -0.365332)  0.73
O (-2.693795, 1.761767, 0.075330)  -0.72
O (-1.218156, 0.421150, -1.023389)  -0.85
H (3.001302, 4.096712, -0.462348)  0.21
H (0.812231, 5.398287, -0.402965)  0.19
H (-1.350203, 4.219455, -0.282612)  0.22
C (1.843961, -1.755335, 0.159631)  -0.87
H (2.762917, -1.262985, 0.489768)  0.21
H (1.788609, -1.775050, -0.967861)  0.18
C (1.742515, -3.239110, 0.594068)  -0.63
H (2.560864, -3.618179, 1.171912)  0.19
H (1.740338, -4.000926, -0.185894)  0.19
H (0.808444, -3.432313, 1.158849)  0.19
Cl (-4.555944, -1.872085, -0.809497)  0.09
C (-3.547419, -2.991998, 0.112637)  -0.21
Cl (-4.603121, -3.603618, 1.339204)  0.09
Cl (-2.930288, -4.385530, -0.848717)  0.05
C (-2.286456, -2.168824, 0.388324)  0.32
N (-1.212965, -1.867161, 0.700977)  -0.35

Atomic forces in eV per Å
-2.165 1.371 -0.850
-0.048 -0.037 0.083
1.190 3.575 -0.727
1.714 -1.863 0.183
-1.618 -0.139 0.662
-0.196 0.371 -0.825
-1.640 0.625 -0.332
-0.075 -3.319 0.757
-0.490 -0.387 1.038
1.033 -0.043 -0.895
-0.139 -0.590 0.838
-0.401 -0.273 0.055
0.342 1.365 -0.190
0.984 -0.707 0.379
0.549 -1.120 -0.547
-0.019 -0.369 -0.289
0.524 0.356 0.509
-0.968 -0.068 0.205
0.623 0.276 0.882
-0.251 0.338 -0.701
0.473 0.017 -0.030
-0.023 0.079 -0.718
1.251 1.375 -1.359
0.414 -0.208 1.246
-0.246 0.379 0.038
-0.375 -1.767 1.243
-0.442 0.765 -0.654

---

# 2
ORCA calculation (ωB97M-V/def2-TZVPD) on one molecule with the formula C10H8BrClN2O.

Results
* LUMO level: 0.19 eV
* max |F|: 3.7 eV Å⁻¹
* ΔE to the lowest compared entry with this formula, charge and spin: 22.4 kcal/mol
* E: -98088.7519 eV

Last column: natural (NBO) charge in e.
Cartesian coordinates (Å):
C (-1.209688, 2.418458, -0.190628)  -0.68
C (0.102193, 2.308294, -0.992200)  0.23
N (0.305035, 2.705228, -2.194571)  -0.45
Br (-1.027154, 3.692258, -3.088558)  0.16
C (1.237544, 1.560712, -0.410504)  -0.02
Cl (2.520365, 1.415182, -1.608989)  0.02
C (1.629073, 1.440938, 1.056569)  0.71
O (1.979446, 1.932257, 2.099189)  -0.53
N (0.939644, 0.458225, 0.510364)  -0.40
C (0.403725, -0.856335, 0.492452)  0.14
C (-0.234795, -1.241062, -0.679148)  -0.23
C (-0.809702, -2.472153, -0.608319)  -0.19
C (-0.672650, -3.333431, 0.443298)  -0.22
C (-0.035256, -2.951312, 1.649524)  -0.18
C (0.429360, -1.598457, 1.689896)  -0.23
H (-0.864663, 2.122803, 0.886363)  0.24
H (-1.841049, 1.680495, -0.665611)  0.24
H (-1.592890, 3.382323, -0.395581)  0.25
H (0.065802, -0.625504, -1.619585)  0.24
H (-1.331449, -2.704505, -1.470233)  0.21
H (-1.016963, -4.290832, 0.176967)  0.22
H (0.142752, -3.799675, 2.323571)  0.23
H (0.881319, -1.243908, 2.595732)  0.24

Atomic forces in eV per Å
3.246 -1.648 0.898
-1.714 0.838 -0.972
-0.101 0.177 0.571
-0.020 -0.288 0.442
0.751 -0.507 0.319
0.661 -0.709 0.320
-1.067 0.921 1.086
0.251 -0.515 -1.043
0.674 -0.254 -0.561
-0.103 1.032 1.221
2.383 1.642 -0.176
0.149 0.844 -0.634
0.546 0.861 0.992
-0.201 0.365 -2.176
-0.316 -2.058 -0.555
-1.554 0.906 -1.758
-0.485 -0.318 0.342
-0.575 1.028 0.528
-1.392 -1.208 1.559
-0.982 -1.293 -1.553
-0.400 -1.367 0.656
-0.012 1.122 0.427
0.261 0.429 0.068

---

# 3
ORCA calculation (ωB97M-V/def2-TZVPD) on a 2-piece molecular cluster, C10H8BrOP overall.

Results
* LUMO level (alpha / beta): 0.23 / 0.23 eV
* max |F|: 5.8 eV Å⁻¹
* ΔE to the lowest compared entry with this formula, charge and spin: 0.0 kcal/mol
* E: -91876.3892 eV

Last column: natural (NBO) charge in e.
Cartesian coordinates (Å):
C (1.619619, 0.066183, 2.235908)  -0.20
C (1.864549, -1.134289, 1.543882)  -0.22
C (-1.878439, 1.259869, -0.817177)  -0.18
C (0.707428, 0.987790, 1.776114)  -0.18
C (1.087746, -1.509846, 0.507182)  -0.17
C (-1.139785, 1.524694, 0.260919)  -0.23
C (-1.627110, 0.103363, -1.610840)  -0.36
C (-0.146715, 0.672012, 0.719447)  -0.03
C (0.128662, -0.562505, -0.024570)  -0.20
C (-0.700882, -0.719916, -1.092655)  0.08
O (-0.669200, -2.684283, -3.885274)  -1.04
P (-0.882947, -3.010576, -2.310036)  0.96
Br (-3.106831, -2.728798, -2.095668)  -0.28
H (1.953935, 0.196324, 3.209990)  0.21
H (2.691282, -1.601203, 2.025362)  0.22
H (-2.597053, 2.087682, -1.227605)  0.21
H (0.579086, 1.891287, 2.288632)  0.21
H (1.413635, -2.369401, -0.042091)  0.22
H (-1.497123, 2.288734, 0.897841)  0.21
H (-2.266931, 0.186177, -2.484892)  0.24
H (-1.380290, -2.161250, -4.477287)  0.53

Atomic forces in eV per Å
-1.950 0.785 -1.497
-0.263 1.135 1.504
-1.359 1.496 -2.677
0.362 -1.658 0.543
0.400 1.121 -1.297
-0.491 0.089 1.218
-0.660 2.457 1.052
1.662 -1.495 -1.385
-0.028 0.677 2.467
-0.649 -4.363 -3.831
-2.095 1.464 -1.871
-0.172 2.776 0.969
0.118 -0.390 -0.144
1.455 0.427 1.377
0.360 -1.468 -0.440
1.102 -1.846 0.990
-0.306 1.216 0.788
-0.484 -0.499 -0.435
0.270 1.179 0.564
0.453 -1.476 -0.291
2.273 -1.626 2.394